Entry 1:
Below is a structure of composition C38H45N5O2S4Tl in a non-equilibrium geometry, with properties calculated with wB97M-V/def2-TZVPD.

Values from the calculation:
2S+1: 1
strongest force on any atom: 2.5 eV Å⁻¹
LUMO energy (spin up / spin down): -3.96 / -4.83 eV
E: -3664.2252 Eh
net charge: +1
frontier orbital gap (spin up / spin down): 5.641 / 4.763 eV

```
95
Properties=species:S:1:pos:R:3:forces:R:3:lowdin_charge:R:1
Tl 1.265181 0.555045 0.040427 0.2823 0.4626 0.4633 0.8504
C -1.521219 3.372745 1.242327 0.1219 -0.2987 -0.0173 -0.4827
C -0.140419 3.858245 0.855927 0.3307 0.1221 -0.4481 -0.5150
S 0.168481 3.508845 -0.908973 0.1729 0.0309 0.1167 0.8136
C 1.972381 3.847245 -1.046573 -0.4843 0.0489 0.2249 -0.4961
C 2.551481 3.493045 -2.408773 -0.2420 -0.3448 -0.1448 -0.5012
S 2.110481 1.840145 -3.047173 -0.0801 0.2590 -0.1792 0.7823
C 0.520881 2.263545 -3.872673 0.4495 0.0706 0.2401 -0.5334
C -0.320719 1.031045 -4.140273 -0.0804 -0.1130 0.3700 -0.4687
S -0.328819 -0.135855 -2.723873 -0.2506 0.0091 0.2241 0.8876
C -1.904719 -0.090055 -1.731473 1.3655 -0.0311 -0.3892 -0.4802
C -3.044519 1.437845 -0.209673 0.4058 0.1060 1.0034 -0.3885
S -1.729519 1.556445 1.069927 -0.5492 0.0247 -0.2237 0.8616
H -2.298219 3.848745 0.647127 -0.0617 0.0617 0.0366 0.0729
H -1.692219 3.583145 2.297827 -0.0114 0.0539 -0.0690 0.0894
H 0.606281 3.336245 1.454027 0.0380 0.0228 0.0765 0.0404
H -0.069719 4.937445 1.004027 -0.0212 -0.0556 0.1376 0.0925
H 2.478081 3.282845 -0.258873 0.0001 0.0888 -0.0137 0.0409
H 2.111881 4.916645 -0.878673 0.1470 -0.0538 0.1167 0.0928
H 3.640981 3.482845 -2.337573 -0.0737 0.1287 -0.0221 0.0740
H 2.249981 4.208645 -3.172073 0.1115 0.1044 0.0085 0.0827
H 0.755981 2.753545 -4.818373 -0.0704 0.0153 -0.0205 0.0880
H -0.003819 2.964345 -3.227773 -0.0891 -0.0528 -0.1480 0.0046
H 0.118881 0.430745 -4.939573 -0.1208 0.0355 -0.0069 0.0815
H -1.339819 1.303845 -4.407473 0.1113 -0.0501 -0.1101 0.0664
H -1.563819 -0.499955 -0.770773 -0.1653 0.2118 -0.4885 0.0550
H -1.991819 -1.851255 -2.688573 -0.0310 0.2212 -0.0626 0.1559
H -3.720419 0.653145 0.153327 -0.0557 0.1688 -0.1130 0.0907
H -3.575219 2.388545 -0.245773 -0.0735 -0.1284 -0.0252 0.0939
C -6.943719 -3.775355 -1.625773 0.0004 0.0060 -0.0824 -0.0332
C -5.595919 -3.320155 -1.170573 0.1649 -0.2029 0.3155 -0.2459
C -4.994819 -3.900255 -0.050473 -0.2449 0.1144 -0.1643 -0.0120
C -3.754819 -3.504855 0.371927 0.4298 0.2578 -0.0255 0.0183
C -2.988419 -2.552255 -0.345473 -1.2220 -0.3029 0.0087 -0.2237
N -1.718819 -2.272055 -0.034273 1.0091 -0.1411 -0.2940 0.1466
C -1.266419 -2.352155 1.235427 0.0477 0.0608 0.2951 -0.2201
C -2.049919 -1.986055 2.350527 -0.0953 -0.0605 0.0163 -0.0087
C -1.580819 -2.124255 3.630327 -0.0634 -0.0409 -0.0318 -0.0044
C -0.318319 -2.665555 3.879327 -0.1559 -0.0381 -0.0363 -0.2303
C 0.142981 -2.877355 5.279527 0.0748 0.0633 0.0582 -0.0222
C 0.495981 -2.966655 2.793427 -0.0360 -0.0295 -0.3197 0.0390
C 0.060881 -2.773155 1.494327 -0.1455 0.1832 0.4016 -0.1207
N 0.917881 -3.068655 0.422927 0.2873 -0.3209 -0.1209 -0.1002
C 1.610281 -4.206555 0.211327 0.3203 -0.2304 -0.3382 -0.0399
C 2.302181 -4.043055 -0.966673 -0.0476 -0.1726 0.2989 -0.0376
C 1.973881 -2.752055 -1.394873 -0.1731 -0.1023 0.3245 -0.1397
N 1.136781 -2.177755 -0.546373 -0.1937 0.4206 -0.4013 -0.0216
C -3.589319 -2.010255 -1.512873 -0.4378 -0.4746 0.5221 -0.0905
C -4.874819 -2.367555 -1.884473 0.2912 0.3104 -0.0105 0.0346
N -2.737319 -1.196855 -2.400773 0.0704 -0.5100 0.4359 -0.0326
C -3.378619 -0.674455 -3.586973 -0.2603 0.4702 -0.5307 -0.0610
C -3.689119 0.660445 -3.640173 0.0820 -0.3134 0.0642 -0.0621
C -3.368619 1.537045 -2.618173 0.1036 -0.0622 0.3743 -0.0472
N -2.597819 1.109345 -1.554973 -0.4406 0.1981 -0.7729 -0.1373
H -7.391419 -4.435955 -0.889173 -0.0998 0.0007 0.0166 0.0829
H -7.607619 -2.932755 -1.799873 -0.1147 0.0629 -0.0090 0.0891
H -6.854919 -4.326955 -2.560773 -0.0570 -0.0425 -0.0871 0.0934
H -5.508719 -4.680055 0.493627 -0.0994 -0.0190 0.0088 0.1242
H -3.282819 -3.980255 1.220027 -0.0474 -0.0336 0.0325 0.1253
H -3.029119 -1.568355 2.169927 -0.1136 0.0280 0.0146 0.1220
H -2.203119 -1.831455 4.462027 -0.0577 0.0655 0.0928 0.1278
H -0.682319 -3.198455 5.911627 -0.0092 -0.0284 0.0495 0.0888
H 0.936681 -3.617755 5.325927 0.0698 -0.0187 0.0577 0.0858
H 0.520081 -1.937655 5.683027 0.0862 0.0537 0.0812 0.1030
H 1.492681 -3.349555 2.960227 0.1074 0.0126 -0.0096 0.1317
H 1.560781 -5.038555 0.885327 -0.0784 -0.1178 0.1486 0.1297
H 2.948681 -4.752955 -1.438073 0.1374 -0.1530 -0.0929 0.0987
H 2.306381 -2.227455 -2.268873 0.0613 0.1763 -0.1617 0.1076
H -5.330519 -1.909955 -2.749873 0.0013 0.0205 -0.1190 0.1228
H -3.623819 -1.386755 -4.354173 0.0240 -0.1032 -0.0049 0.1342
H -4.227019 1.039545 -4.493473 -0.0031 -0.0175 -0.1587 0.1253
H -3.733519 2.548245 -2.578873 -0.0957 0.1444 0.0217 0.1331
C 6.309081 1.569945 -0.865273 0.0942 -0.0093 0.1138 -0.0472
C 5.288581 1.597845 0.231527 -0.0827 -0.0829 -0.0350 -0.2758
C 4.755481 0.416645 0.732927 -0.0594 0.0316 0.1628 -0.0250
C 3.820781 0.426845 1.765827 0.2703 0.2680 -0.2165 -0.2978
C 3.292481 -0.851355 2.352327 0.0101 0.1020 -0.0064 -0.0495
C 3.406981 1.658345 2.272227 -0.9304 -0.1359 0.5875 -0.0981
C 3.971781 2.852945 1.840727 0.2375 -0.2607 -0.2476 -0.2289
C 3.602881 4.153945 2.482827 0.0219 -0.0189 0.0644 -0.0160
C 4.905081 2.800645 0.809427 -0.0861 -0.0741 0.1100 -0.0187
C 2.173481 1.695945 3.233227 2.3663 0.0923 -0.8721 -0.7017
O 2.391281 1.872845 4.414027 -0.3806 0.0540 0.9737 0.0565
O 1.109081 1.550545 2.590927 -1.7888 -0.2669 -0.6207 -0.1655
H 6.263781 0.638445 -1.422673 -0.0038 -0.0598 -0.1080 0.0755
H 7.305681 1.648745 -0.433173 0.1498 0.0310 -0.0817 0.0868
H 6.175081 2.403645 -1.550773 0.0408 0.0513 -0.1074 0.0712
H 5.088281 -0.531955 0.335627 0.0634 -0.1436 -0.1243 0.1171
H 3.581581 -1.707755 1.747127 0.0246 -0.1349 -0.0596 0.0786
H 2.205181 -0.818755 2.439727 -0.0449 -0.0416 0.0757 0.0433
H 3.692781 -0.977355 3.359127 -0.0435 -0.0779 0.0518 0.1044
H 2.601181 4.479245 2.203627 -0.1447 0.0296 -0.0256 0.0742
H 4.306681 4.927545 2.194627 0.0607 0.1723 -0.0283 0.0803
H 3.615281 4.042045 3.564327 -0.0402 0.0579 0.0765 0.0906
H 5.347981 3.720745 0.456927 0.1124 0.1851 -0.0873 0.1211
```
Forces are in eV/Å.



Entry 2:
Below is a structure of composition C43H53N6O3SeTeTi, with properties calculated with wB97M-V/def2-TZVPD.

Values from the calculation:
⟨S²⟩: 0.76
2S+1: 2
strongest force on any atom: 0.6 eV Å⁻¹
LUMO energy (spin up / spin down): 0.09 / -0.08 eV
E: -5743.5941 Eh
frontier orbital gap (spin up / spin down): 6.683 / 6.621 eV

```
108
Properties=species:S:1:pos:R:3:forces:R:3:lowdin_charge:R:1
Ti -0.165068 1.188149 -1.200518 0.3229 0.3687 0.2784 0.8108
C -3.301489 1.995865 -1.097420 -0.0348 0.1180 -0.0394 -0.1064
N -2.245309 1.983807 -0.083260 0.0102 0.0352 0.3313 -0.1902
C -2.491542 1.008177 0.992339 -0.0231 0.0132 -0.0233 -0.1173
C -2.426712 -0.387722 0.468055 0.0600 -0.0418 -0.0284 -0.2639
C -3.340377 -1.376413 0.784207 0.0090 0.0085 0.0474 -0.0044
C -3.152380 -2.646740 0.258926 0.0019 0.0028 -0.0232 -0.0430
C -2.064397 -2.874122 -0.562909 -0.0116 0.0021 -0.0089 -0.0390
C -1.197313 -1.826240 -0.827534 -0.0373 -0.0142 0.0261 -0.1114
N -1.374222 -0.602957 -0.326156 0.0248 -0.0598 -0.0307 0.0528
C -2.181605 3.301603 0.557173 0.1121 -0.0125 -0.0497 -0.1527
C -1.588178 4.345651 -0.339127 0.0016 -0.0290 -0.0429 -0.2829
C -1.847136 5.687407 -0.090813 -0.0168 0.0245 0.0127 -0.0155
C -1.186817 6.647832 -0.831268 -0.0210 -0.0291 0.0032 -0.0503
C -0.291353 6.223567 -1.798020 0.0167 -0.0045 -0.0160 -0.0440
C -0.125064 4.864779 -1.998272 -0.0173 0.0019 0.0124 -0.1126
N -0.764164 3.924051 -1.300062 -0.0266 0.0263 0.0713 0.1289
C -3.061542 1.114963 -2.292851 -0.2077 -0.0776 -0.0031 -0.2429
C -4.163893 0.638170 -2.992705 0.0618 -0.0096 -0.0866 -0.0110
C -3.965220 -0.106102 -4.139134 0.0641 -0.0239 -0.0032 -0.0459
C -2.663266 -0.369084 -4.537675 -0.0426 -0.0527 -0.0387 -0.0366
C -1.624328 0.118747 -3.773111 0.1087 0.1123 0.1609 -0.1007
N -1.805819 0.861440 -2.670949 -0.2800 -0.1153 -0.1114 0.0486
H -3.378959 3.017581 -1.480890 0.0336 -0.0114 0.0068 0.1354
H -4.278686 1.756347 -0.658471 0.0226 -0.0191 0.0261 0.1371
H -3.444258 1.206613 1.500792 -0.0215 -0.0191 -0.0365 0.1361
H -1.680858 1.132144 1.717117 -0.0152 0.0058 0.0193 0.1299
H -4.175232 -1.156367 1.436679 0.0024 0.0212 -0.0034 0.1165
H -3.846090 -3.444721 0.489738 0.0049 -0.0066 0.0156 0.1130
H -1.866212 -3.853748 -0.973169 0.0097 0.0101 -0.0197 0.1128
H -0.321667 -1.934336 -1.454624 0.0071 -0.0109 0.0026 0.0929
H -1.537252 3.234204 1.435768 -0.0469 -0.0150 0.0151 0.0862
H -3.176201 3.607367 0.909358 -0.0122 0.0384 -0.0360 0.1392
H -2.540279 5.961799 0.693356 0.0098 -0.0034 0.0155 0.1194
H -1.356614 7.700798 -0.649683 0.0105 0.0010 0.0108 0.1113
H 0.279243 6.928226 -2.387269 -0.0093 -0.0039 -0.0166 0.1083
H 0.560309 4.501515 -2.742995 0.0480 -0.0465 -0.0218 0.0793
H -5.161799 0.847900 -2.631017 0.0079 0.0212 0.0143 0.1178
H -4.805540 -0.489086 -4.703108 -0.0034 0.0036 0.0014 0.1116
H -2.454511 -0.961958 -5.416831 0.0302 0.0052 0.0030 0.1109
H -0.594374 -0.100073 -4.015590 0.0003 -0.0170 0.0027 0.0891
C -1.981631 4.185505 -4.927632 0.0081 -0.0236 -0.0217 -0.0960
O -1.087979 3.157805 -4.567888 -0.0055 0.0138 0.0110 -0.1988
C 0.216095 3.383662 -5.046367 0.0133 0.0198 -0.0376 -0.2120
C 1.146868 2.349228 -4.460224 0.1060 -0.1526 -0.0500 -0.1813
O 1.252662 2.415814 -3.050098 -0.1277 0.2172 0.0391 -0.2790
C 2.573645 2.695899 -2.580579 0.0260 0.0085 0.0699 -0.0698
H -2.045486 4.298020 -6.016602 -0.0026 -0.0018 0.0027 0.0909
H -1.678456 5.144454 -4.491176 -0.0015 0.0046 -0.0010 0.0835
H -2.963006 3.913165 -4.542374 -0.0028 0.0055 0.0052 0.0877
H 0.545932 4.403734 -4.802634 0.0091 -0.0450 0.0169 0.1233
H 0.248763 3.287527 -6.142067 -0.0266 0.0224 0.0003 0.1345
H 2.132897 2.474922 -4.917308 0.0089 -0.0060 0.0170 0.1358
H 0.787364 1.354567 -4.737259 -0.0151 0.0104 0.0162 0.1047
H 2.863212 3.720174 -2.843795 -0.0142 -0.0116 0.0110 0.0957
H 3.292192 1.986199 -2.991796 -0.0187 -0.0329 0.0131 0.0916
H 2.560315 2.576178 -1.499739 0.0055 0.0254 -0.0049 0.0858
Se 1.083129 4.346755 2.504871 -0.0812 0.3033 0.2743 0.5182
C 0.866530 3.048680 1.323693 0.2917 -0.3431 -0.3114 -0.9716
N 0.722604 2.208163 0.526351 -0.3243 -0.1345 -0.2893 -0.0290
C 1.968896 -1.346023 -3.480002 0.0004 0.0157 0.0112 -0.0278
C 2.166466 -0.522781 -2.203979 -0.2273 0.0538 0.1415 -0.7012
O 3.311099 -0.347708 -1.788890 0.0331 0.0071 -0.0210 -0.0293
N 1.042015 -0.039123 -1.642824 0.1678 -0.0880 -0.3595 -0.1221
Te 1.676895 -0.923846 1.599919 0.1687 -0.1280 -0.0388 1.5072
C 2.620155 -1.282218 3.481987 -0.2578 0.0404 0.0469 -0.3977
C 2.347248 -0.413324 4.546121 0.0003 0.0163 0.0270 -0.3145
C 1.443729 0.787878 4.419990 0.0142 -0.0223 0.0273 -0.0913
C 2.917441 -0.668872 5.791581 0.0278 0.0206 -0.0073 -0.0223
C 3.747530 -1.756936 6.008264 0.0115 0.0111 0.0175 -0.2721
C 4.353744 -2.021024 7.360635 -0.0152 -0.0048 -0.0184 -0.0548
C 4.024302 -2.590327 4.933413 0.0284 0.0028 -0.0121 -0.0232
C 3.485385 -2.370413 3.670421 0.0155 0.0080 -0.0039 -0.2909
C 3.866076 -3.315136 2.562611 -0.0138 0.0381 -0.0092 -0.0674
C 0.688508 -2.812814 1.556767 0.0679 0.0019 0.0973 -0.4041
C 1.020026 -3.787935 0.610083 0.0425 0.0061 0.0337 -0.3244
C 2.076668 -3.610044 -0.448170 -0.0057 0.0014 -0.0425 -0.0747
C 0.353612 -5.015191 0.634850 -0.0154 -0.0200 -0.0066 -0.0344
C -0.626771 -5.301973 1.566624 0.0033 -0.0076 0.0036 -0.2799
C -1.326543 -6.634660 1.586364 0.0123 0.0231 0.0010 -0.0497
C -0.948874 -4.317935 2.495583 -0.0190 0.0232 -0.0108 -0.0285
C -0.315154 -3.082309 2.507758 -0.0456 -0.0360 -0.0159 -0.2943
C -0.729948 -2.085066 3.555671 0.0234 -0.0131 -0.0045 -0.0742
H 2.924738 -1.740835 -3.818332 -0.0021 -0.0220 0.0039 0.0758
H 1.547232 -0.714580 -4.266334 0.0275 -0.0165 -0.0137 0.0465
H 1.270281 -2.167462 -3.310134 -0.0274 -0.0109 -0.0020 0.0553
H 1.493223 1.259379 3.441714 0.0319 0.0268 0.0155 0.0031
H 1.707737 1.541613 5.161172 -0.0105 -0.0026 0.0155 0.0780
H 0.400787 0.503880 4.591654 0.0027 0.0076 -0.0359 0.0764
H 2.707909 0.011203 6.610988 0.0000 0.0001 0.0010 0.1137
H 4.076592 -1.245715 8.074044 -0.0003 0.0002 0.0036 0.0706
H 5.442973 -2.052807 7.301402 0.0031 -0.0015 0.0041 0.0789
H 4.020135 -2.981417 7.758432 0.0026 -0.0001 0.0022 0.0786
H 4.695590 -3.432211 5.073893 -0.0017 -0.0013 0.0010 0.1176
H 4.837386 -3.765964 2.768254 -0.0150 -0.0138 0.0072 0.0785
H 3.917415 -2.797507 1.604355 0.0113 -0.0099 0.0135 0.0480
H 3.133931 -4.119916 2.463751 -0.0258 0.0018 -0.0230 0.0833
H 2.575081 -2.645211 -0.393886 -0.0056 0.0198 -0.0299 0.0134
H 1.633766 -3.709584 -1.442376 0.0053 0.0156 -0.0213 0.0749
H 2.832148 -4.393853 -0.358996 0.0043 0.0030 0.0009 0.0888
H 0.625738 -5.768794 -0.098822 0.0029 0.0010 -0.0018 0.1199
H -0.970194 -7.279307 0.783480 -0.0020 0.0000 -0.0019 0.0723
H -2.405860 -6.514723 1.471831 -0.0088 -0.0054 0.0011 0.0750
H -1.156718 -7.150485 2.533037 -0.0041 -0.0026 0.0008 0.0809
H -1.718114 -4.517785 3.235476 -0.0038 -0.0087 0.0043 0.1179
H -1.675959 -2.379906 4.010958 -0.0009 -0.0114 0.0105 0.0772
H -0.830690 -1.085268 3.129706 -0.0156 -0.0134 -0.0045 0.0352
H 0.022853 -2.014499 4.344508 0.0132 0.0174 -0.0055 0.0803
```
Forces are in eV/Å.